C33H56F3N2O11P3S | ωB97M-V/def2-TZVPD

## Properties
- Electronic energy: -3950.01387 Eh
- Structure (SMILES): CC(=O)NCCCCc1c(CCCCN)cc2c(c1[PH2]=S)C(=O)C(C(F)(F)F)=CC2=O.CCOP(=O)(OCC)OCC.CCOP(=O)(OCC)OCC
- Kohn-Sham gap: 6.693 eV
- Charge: 0

```
109
Properties=species:S:1:pos:R:3:forces:R:3
C 1.769 -3.617 1.359 -1.1350 0.5141 -0.8213
C 0.321 -3.079 1.465 0.8173 -0.7097 0.4765
O -0.292 -3.235 2.498 -0.3355 0.2412 -0.4878
N -0.178 -2.442 0.312 0.4373 1.1515 0.6571
C -1.239 -1.450 0.603 -0.5579 -0.1276 1.3113
C -2.606 -2.092 0.910 -0.3572 0.5168 -1.6007
C -3.503 -2.267 -0.358 -0.2401 -0.1642 1.3309
C -4.748 -3.147 0.061 0.4313 0.4274 -0.6378
C -5.874 -2.256 0.594 -0.1607 -0.2986 0.0322
C -6.749 -1.729 -0.387 0.3839 0.2127 -0.7167
C -6.628 -2.043 -1.896 -1.1007 -0.0247 0.8959
C -7.758 -3.072 -2.238 0.4846 -0.2074 0.0953
C -7.404 -4.547 -1.895 -0.6170 0.3222 -0.2260
C -7.871 -5.012 -0.504 0.4118 -0.2425 0.4055
N -9.305 -4.752 -0.244 0.3353 -0.1986 0.1701
C -7.805 -0.884 -0.045 0.7222 -0.4010 0.5771
C -8.000 -0.599 1.295 -0.7300 0.6898 0.2572
C -7.160 -1.098 2.306 -0.0905 -0.0779 0.1613
C -6.075 -1.944 1.974 -0.2271 -0.3112 -0.8318
P -4.979 -2.657 3.283 0.6490 0.7843 0.6405
S -3.852 -1.403 4.242 0.1965 -0.0889 -0.0578
C -7.492 -0.681 3.725 -0.6627 0.3041 0.4356
O -6.711 -0.583 4.638 -0.1029 -0.3521 -0.4331
C -8.949 -0.307 4.007 0.3148 -0.6183 -0.2587
C -9.501 -0.427 5.427 0.3999 0.5814 -0.4569
F -10.824 -0.688 5.398 0.3044 -0.0006 0.1013
F -9.340 0.758 6.056 -0.0648 -0.4453 0.1371
F -8.902 -1.382 6.139 -0.2405 0.1391 -0.0677
C -9.728 0.154 3.042 -0.3010 0.0785 -0.6130
C -9.199 0.287 1.630 0.2262 -0.3748 0.6970
O -9.731 1.018 0.828 0.1778 -0.3280 0.0884
H 1.818 -4.510 1.988 0.2551 0.3021 -0.1352
H 2.449 -2.817 1.687 -0.0813 -0.3960 0.0437
H 1.963 -3.838 0.300 0.3007 -0.1097 0.4044
H 0.612 -1.903 -0.044 -0.0703 -0.5356 -0.5756
H -0.945 -0.892 1.515 -0.0897 -0.1651 -0.3453
H -1.347 -0.698 -0.191 0.2282 -0.4932 -0.0961
H -2.517 -3.083 1.367 0.3236 0.4939 0.2494
H -3.147 -1.378 1.550 0.2654 -0.5647 0.1939
H -3.886 -1.270 -0.637 0.2565 -0.3817 -0.2515
H -2.954 -2.715 -1.198 -0.1731 0.0395 0.2363
H -4.458 -3.945 0.757 -0.0181 0.3590 -0.1718
H -5.058 -3.660 -0.856 -0.2762 0.0879 0.5449
H -6.864 -1.095 -2.404 0.3172 -0.3467 -0.0469
H -5.632 -2.394 -2.177 -0.3148 0.1931 -0.1331
H -8.658 -2.803 -1.662 0.1964 -0.0160 -0.3949
H -8.025 -3.015 -3.303 0.1831 0.0968 0.2771
H -6.324 -4.713 -2.029 -0.3347 -0.1156 0.0662
H -7.930 -5.178 -2.632 0.2526 0.1195 0.2853
H -7.282 -4.571 0.323 0.1086 -0.0710 -0.5155
H -7.688 -6.100 -0.441 -0.1218 0.3706 -0.0475
H -9.373 -3.943 0.367 -0.1262 0.0233 -0.2010
H -9.650 -5.522 0.322 -0.1416 0.1147 -0.1788
H -8.468 -0.457 -0.797 0.1576 -0.1175 0.2096
H -4.147 -3.615 2.658 -0.7772 -0.0188 -0.0157
H -5.827 -3.416 4.134 -0.0371 0.0661 -0.4886
H -10.768 0.434 3.233 0.3959 0.0806 -0.2003
O 4.634 -3.049 -1.359 0.9088 -1.1479 4.1817
P 5.894 -2.231 -1.179 -0.0379 3.3290 -8.2927
O 5.227 -0.834 -1.776 -0.2054 0.1431 0.6219
C 4.243 -0.157 -1.001 -0.0764 0.1611 -0.0205
C 4.841 0.506 0.225 0.0232 -0.0908 0.0991
O 6.662 -2.780 -2.533 0.5304 -0.2977 0.9983
C 6.596 -4.165 -2.886 -0.2561 -0.1270 -0.3300
C 5.650 -4.362 -4.054 -0.0338 0.0993 -0.1839
O 7.230 -1.360 -0.734 -1.1572 -1.9273 2.8357
C 8.205 -0.813 -1.631 1.0041 0.2598 -0.2331
C 7.729 0.387 -2.420 -0.4438 -0.1112 -0.2171
H 3.447 -0.854 -0.719 0.0113 -0.0309 -0.0270
H 3.800 0.600 -1.651 0.0707 -0.0715 -0.0790
H 5.249 -0.240 0.915 -0.0416 0.0217 0.0259
H 4.084 1.084 0.757 0.0126 -0.0002 -0.0117
H 5.660 1.170 -0.050 -0.0594 0.0443 -0.0005
H 6.296 -4.774 -2.033 -0.1010 0.0745 -0.0049
H 7.603 -4.481 -3.169 0.0387 0.1326 0.0557
H 4.692 -3.874 -3.877 0.0067 -0.0916 0.1886
H 5.475 -5.423 -4.240 0.0371 0.0098 -0.0031
H 6.068 -3.915 -4.959 0.0383 -0.0509 0.0146
H 8.619 -1.579 -2.284 -0.2851 -0.1259 -0.0011
H 9.030 -0.494 -0.990 -0.2079 -0.0896 0.2512
H 7.024 0.100 -3.199 -0.0095 0.0163 0.0397
H 8.578 0.872 -2.904 0.1120 -0.0951 0.1282
H 7.234 1.112 -1.773 0.0790 0.0078 0.0035
O 5.322 4.597 0.554 -3.2001 1.1178 1.9272
P 5.407 6.084 0.379 6.5930 0.6723 -3.9786
O 5.374 6.219 -1.258 -0.5663 0.0808 0.6257
C 4.176 5.878 -1.952 -0.2149 -0.0630 -0.2394
C 3.077 6.897 -1.723 -0.0186 0.0146 0.1389
O 7.027 6.239 0.651 -0.5219 0.2900 0.3518
C 7.685 5.382 1.587 0.2152 -0.2976 -0.1492
C 8.502 4.337 0.854 0.1394 -0.0013 -0.1483
O 5.175 7.691 0.642 -2.4386 -2.0247 1.2448
C 6.150 8.715 0.415 0.4078 0.9910 0.2006
C 6.403 9.020 -1.045 0.0923 -0.4390 -0.2350
H 3.848 4.877 -1.657 0.0458 0.0068 0.0316
H 4.429 5.840 -3.013 0.1443 0.0093 0.0788
H 2.772 6.918 -0.673 -0.0478 -0.0185 -0.0352
H 2.200 6.658 -2.327 0.0198 -0.0246 0.0133
H 3.416 7.901 -1.979 0.0050 -0.0249 -0.0491
H 6.969 4.915 2.263 -0.0442 -0.0303 -0.1064
H 8.344 6.005 2.196 -0.0570 0.1171 -0.0777
H 7.910 3.834 0.088 -0.1507 -0.0174 0.1457
H 8.890 3.588 1.546 0.0117 0.0307 0.0075
H 9.345 4.806 0.342 0.0103 0.0018 0.0558
H 7.077 8.511 0.945 -0.0623 -0.3184 -0.0661
H 5.733 9.610 0.883 -0.2742 -0.1985 0.0454
H 6.974 8.226 -1.525 -0.0426 -0.0145 0.0062
H 6.978 9.943 -1.137 -0.0549 0.0254 0.1528
H 5.467 9.136 -1.591 0.0038 0.0666 0.0457
```
Positions in Å, forces in eV/Å.



C33H56N2O21 | ωB97M-V/def2-TZVPD

## Properties
- Electronic energy: -2980.45673 Eh
- Structure (SMILES): C[C@H]1COC(=O)O1.C[C@H]1COC(=O)O1.C[C@H]1COC(=O)O1.C[C@H]1COC(=O)O1.COC(=O)OC.COC(=O)OC.COC(=O)OC.CCCC#N.CCCC#N
- Kohn-Sham gap: 10.050 eV
- Charge: 0

```
112
Properties=species:S:1:pos:R:3:forces:R:3
C 2.007 1.211 1.055 1.9082 -0.7035 2.5734
C 1.834 0.375 -0.164 -1.1393 -0.7296 -0.0273
C 0.373 0.027 -0.466 -0.8215 -0.5088 1.1201
O 0.165 0.366 -1.815 -1.2723 -1.6886 -0.2294
C 1.184 1.010 -2.268 0.0082 2.3201 -1.7263
O 1.193 1.506 -3.388 0.9553 -0.7831 1.5780
O 2.041 1.233 -1.266 2.2182 0.6925 -1.5998
H 1.535 2.150 0.938 -0.6021 0.9924 -0.2791
H 3.121 1.418 1.270 -1.5576 -0.3742 -0.4422
H 1.593 0.777 2.021 0.5147 0.1138 -1.4549
H 2.485 -0.513 -0.195 -0.0651 0.4317 -0.1776
H -0.314 0.642 0.093 -0.1749 0.3387 0.3889
H 0.058 -0.998 -0.332 0.2983 -0.3865 0.0938
C 3.361 4.846 5.782 1.5889 -1.3765 -1.2288
C 3.501 4.241 4.333 -0.8805 1.7047 1.1949
C 3.316 2.763 4.213 2.0162 -0.9115 -0.6988
O 2.006 2.590 3.780 -0.7891 -1.5500 0.7035
C 1.581 3.716 3.232 -0.8295 0.4313 0.1858
O 0.584 3.810 2.593 -0.5474 0.0474 -0.4531
O 2.374 4.708 3.574 0.4999 1.3378 -0.6176
H 4.252 4.521 6.310 0.1913 -0.2914 0.3056
H 2.514 4.480 6.339 -0.4951 0.0114 -0.1162
H 3.466 5.909 5.790 -0.4931 0.7372 -0.2692
H 4.391 4.599 3.817 0.0588 0.0258 0.2769
H 3.603 2.262 5.118 -0.6088 -0.4831 0.6201
H 3.937 2.309 3.424 0.1702 0.3389 0.2093
C 1.330 -0.358 5.453 1.8570 2.7545 -0.0124
C 0.604 0.666 6.334 0.0974 -2.0533 -1.6037
C -0.901 0.776 6.133 0.3768 1.8762 -2.1621
O -1.296 1.056 7.450 -3.1737 1.8738 -1.4657
C -0.423 0.623 8.261 0.0295 -3.1596 6.2697
O -0.619 0.351 9.448 0.1428 1.3997 -1.9299
O 0.678 0.237 7.684 1.8121 0.0920 -0.8744
H 1.340 -0.018 4.421 -0.0264 0.3991 -0.1665
H 0.935 -1.318 5.359 -0.6980 -1.6378 0.6921
H 2.415 -0.322 5.764 -1.0995 -0.5884 -0.2470
H 1.086 1.620 6.246 0.2413 0.6669 -0.0699
H -1.428 -0.062 5.719 -0.0340 -0.9412 0.2022
H -1.188 1.597 5.392 0.4416 -0.6409 1.3906
C 1.426 0.623 -6.550 0.0549 0.2885 -1.1050
C 2.725 -0.109 -6.245 -1.7150 1.4374 -1.7335
C 3.781 0.848 -5.688 0.8427 0.8959 -2.2977
O 4.013 0.350 -4.419 1.0015 -0.2718 1.1300
C 3.249 -0.711 -4.209 -0.2812 -2.0684 4.3039
O 3.200 -1.368 -3.163 0.5458 1.6382 -1.8431
O 2.475 -0.992 -5.211 -0.3474 -1.1443 0.1192
H 0.536 0.008 -6.388 0.1828 -0.0194 -0.0718
H 1.437 0.949 -7.614 -0.1078 -0.0946 0.6457
H 1.391 1.495 -5.918 -0.4170 0.2891 0.2086
H 2.968 -0.709 -7.112 0.7347 0.0299 -0.1860
H 3.492 1.908 -5.628 -0.4803 -0.4727 0.1435
H 4.685 0.886 -6.344 -0.2465 -0.4836 0.8151
C -3.410 -3.437 -6.152 -1.4771 1.1859 -1.2140
O -3.087 -2.509 -5.107 0.1616 0.8951 0.6476
C -2.664 -1.271 -5.270 3.6499 4.9792 -5.9080
O -2.135 -0.675 -6.454 -3.1666 -4.1810 6.4883
O -2.705 -0.517 -4.162 -0.0382 -1.3678 -0.0748
C -1.938 0.728 -4.028 0.3042 -0.4294 -1.3849
H -4.522 -3.356 -6.378 1.4405 -0.1015 0.3348
H -3.172 -4.409 -5.816 0.0123 -0.9440 0.9057
H -2.849 -3.321 -7.074 0.1363 0.7352 0.0091
H -0.896 0.617 -4.235 0.6750 -0.8877 -0.4156
H -1.912 1.098 -3.028 -1.0107 -0.1668 0.8006
H -2.245 1.459 -4.751 -0.7415 0.2757 -0.1870
C 0.639 4.205 -1.349 -0.8165 -1.0579 -0.9218
O -0.359 4.909 -0.622 -1.4893 -0.8961 0.8297
C -1.412 4.161 -0.336 -0.8282 -6.3163 -3.3162
O -1.581 2.835 -0.842 1.0683 7.4391 3.2294
O -2.324 4.815 0.338 0.1774 -0.2325 0.2957
C -3.526 4.089 0.664 -0.8649 -1.5097 -0.9059
H 1.493 4.770 -1.247 1.8677 1.5164 0.0098
H 0.348 4.119 -2.408 0.1124 -0.1699 0.5026
H 0.870 3.243 -0.910 -0.4254 -0.1167 -0.0599
H -3.461 3.543 1.640 0.4231 0.3006 -1.0396
H -3.748 3.403 -0.225 0.3301 0.6786 1.5913
H -4.371 4.770 0.771 0.4929 0.4385 -0.1463
C -1.559 1.336 2.452 -1.2147 0.9047 0.9813
O -2.393 0.343 1.836 1.0582 0.0007 -0.6674
C -3.013 -0.538 2.549 0.0980 1.5742 9.4979
O -3.101 -0.525 3.926 0.9404 0.1737 -6.7741
O -3.600 -1.402 1.864 -1.8827 -2.6191 -2.3863
C -4.390 -2.439 2.523 0.4967 0.4667 -0.0737
H -1.371 2.054 1.692 -0.0528 0.5590 -0.7570
H -0.586 1.059 2.820 0.1649 -1.0769 0.1562
H -2.132 1.810 3.267 0.3031 -0.2242 -0.2866
H -3.922 -2.626 3.445 0.7093 -0.3728 1.2257
H -4.371 -3.343 1.926 -0.1210 0.3207 -0.4491
H -5.376 -2.094 2.789 -0.3593 0.2896 -0.5048
C -0.354 -4.699 0.288 0.8595 1.5343 0.0885
C -1.312 -3.839 1.136 1.2776 -0.1631 -0.7241
C -0.662 -3.485 2.468 -0.1110 0.1879 1.4511
C 0.444 -2.515 2.480 0.3712 -0.4904 -0.5942
N 1.356 -1.814 2.505 -0.2954 0.0249 -0.0570
H -0.769 -4.872 -0.677 -0.4213 -0.2156 -0.8029
H -0.165 -5.651 0.746 0.1126 -0.4655 0.3566
H 0.624 -4.185 0.125 -0.5913 -0.3288 0.1795
H -2.109 -4.510 1.355 -1.0760 -0.1561 0.2881
H -1.694 -2.971 0.561 0.2624 -0.3860 0.5267
H -0.309 -4.402 3.013 -0.1782 0.7019 -0.6618
H -1.365 -3.017 3.171 -0.2908 -0.2046 -0.1708
C 0.018 -2.677 -3.293 -0.4934 -0.0539 0.8586
C 0.537 -4.077 -3.632 0.1241 0.2023 -0.2662
C -0.454 -5.056 -4.343 -1.4887 2.2056 0.4213
C -1.631 -5.515 -3.499 -1.1878 -0.3991 0.4920
N -2.587 -5.879 -2.923 2.4790 0.9492 -1.3190
H 0.759 -2.070 -2.729 -0.2925 -0.7834 -0.1559
H -0.920 -2.756 -2.682 0.6261 0.3336 -0.6308
H -0.127 -2.080 -4.186 -0.4894 -0.0109 -0.2954
H 0.899 -4.528 -2.730 0.1913 -0.4542 0.5820
H 1.427 -3.922 -4.252 -0.1997 -0.3613 -0.1749
H 0.019 -5.898 -4.772 0.6189 -1.0069 -0.1662
H -0.892 -4.484 -5.204 0.1732 -0.5256 0.6602
```
Positions in Å, forces in eV/Å.